{
  "formula": "C11H13N2O",
  "method": "ωB97M-V with the def2-TZVPD basis set",
  "e_lumo_ev": -2.996,
  "total_energy_ev": -16638.107,
  "relative_energy_kj_mol": 16.44,
  "homo_ha": -0.46772,
  "gap_ev": 9.7,
  "total_charge": 1,
  "smiles": "CO[C@H](c1ccccc1)n1cc[nH+]c1",
  "elements": ["C", "O", "C", "C", "C", "C", "C", "C", "C", "N", "C", "C", "N", "C", "H", "H", "H", "H", "H", "H", "H", "H", "H", "H", "H", "H", "H"],
  "positions_angstrom": [[2.85525, 0.51580, -1.06207], [1.48664, 0.94281, -0.98693], [0.61688, -0.05959, -0.60683], [-0.76707, 0.26181, -1.00605], [-1.71179, -0.76733, -1.11552], [-3.04497, -0.43729, -1.34541], [-3.42564, 0.90391, -1.50449], [-2.45931, 1.89745, -1.45462], [-1.12586, 1.58860, -1.22054], [0.99226, -0.68053, 1.04200], [1.44142, -1.85897, 1.64352], [1.38205, -1.71503, 2.98844], [0.91276, -0.40716, 3.21512], [0.72486, 0.16351, 2.01423], [3.43942, 1.43227, -1.13668], [3.11636, -0.03053, -0.14481], [2.94838, -0.09227, -1.96490], [0.88352, -1.10364, -0.88440], [-1.38321, -1.80736, -1.01831], [-3.78108, -1.23321, -1.49451], [-4.47421, 1.12922, -1.72746], [-2.76341, 2.91062, -1.68039], [-0.38743, 2.37090, -1.20640], [1.74608, -2.71911, 1.06654], [1.64861, -2.43285, 3.74158], [0.76683, 0.07513, 4.09713], [0.36266, 1.15285, 1.75176]],
  "lowdin_charge": [-0.0206, -0.1049, -0.1541, -0.1925, -0.0191, -0.0557, -0.0518, -0.0563, -0.0111, 0.0449, -0.0413, -0.0206, 0.1171, -0.0841, 0.1049, 0.0908, 0.1070, 0.1482, 0.1237, 0.1165, 0.1202, 0.1138, 0.1195, 0.1306, 0.1297, 0.1779, 0.1676]
}

{
  "formula": "C11H13N3O",
  "method": "ωB97M-V with the def2-TZVPD basis set",
  "e_lumo_ev": 0.215,
  "total_energy_ev": -18132.921,
  "relative_energy_kj_mol": 277.47,
  "homo_ha": -0.31898,
  "gap_ev": 8.9,
  "total_charge": 0,
  "smiles": "CC(C)O[C@@H]1C(C#N)=NCc2cccn21",
  "elements": ["C", "C", "C", "O", "C", "C", "C", "N", "N", "C", "C", "C", "C", "C", "N", "H", "H", "H", "H", "H", "H", "H", "H", "H", "H", "H", "H", "H"],
  "positions_angstrom": [[-0.98927, 3.12225, -0.68288], [0.04880, 1.95258, -0.83160], [1.40320, 2.40796, -0.45947], [-0.42108, 0.89487, -0.16556], [0.01365, -0.41222, -0.57221], [-1.20158, -1.08662, -1.14709], [-1.78881, -0.51197, -2.35141], [-2.16802, -0.00323, -3.26838], [-1.87116, -2.04842, -0.65705], [-1.53565, -2.58596, 0.68503], [-0.17929, -2.31969, 1.17447], [0.62585, -2.78260, 2.15180], [1.85486, -2.04603, 2.11708], [1.78802, -1.12080, 1.11527], [0.53189, -1.22587, 0.55858], [-1.39551, 3.28237, 0.35331], [-0.63299, 4.08138, -0.94836], [-2.05662, 3.00484, -1.14987], [0.06638, 1.71826, -1.89940], [1.38867, 2.36449, 0.60563], [1.62680, 3.50647, -0.71935], [2.33262, 2.00376, -0.88020], [0.88770, -0.33808, -1.31168], [-1.75998, -3.62186, 0.77948], [-2.28278, -2.08926, 1.29654], [0.51912, -3.60021, 2.76020], [2.75471, -2.18123, 2.64814], [2.44045, -0.36519, 0.79899]],
  "lowdin_charge": [-0.0320, -0.5284, -0.0602, -0.0466, -0.1812, -0.2163, -0.1550, 0.1874, 0.1499, -0.1119, -0.1858, -0.0352, -0.0710, -0.0746, 0.0119, 0.0873, 0.0446, 0.1102, 0.1335, 0.0794, 0.1110, 0.0810, 0.1934, 0.1134, 0.1327, 0.0791, 0.0829, 0.1002]
}

{
  "formula": "C11H13N5S",
  "method": "ωB97M-V with the def2-TZVPD basis set",
  "e_lumo_ev": 0.321,
  "total_energy_ev": -29902.568,
  "relative_energy_kj_mol": 0.00,
  "homo_ha": -0.32083,
  "gap_ev": 9.1,
  "total_charge": 0,
  "smiles": "CCc1ccccc1NC(=S)Nn1cnnc1",
  "elements": ["C", "C", "C", "C", "C", "C", "C", "C", "N", "C", "S", "N", "N", "C", "N", "N", "C", "H", "H", "H", "H", "H", "H", "H", "H", "H", "H", "H", "H", "H"],
  "positions_angstrom": [[3.98089, 2.19328, 0.01785], [3.25034, 1.32409, 1.04525], [2.88733, -0.01086, 0.45854], [3.75795, -1.08587, 0.57056], [3.45795, -2.31927, 0.02019], [2.27436, -2.49097, -0.67636], [1.39525, -1.43259, -0.80973], [1.68718, -0.19645, -0.23660], [0.79669, 0.88291, -0.38147], [-0.55340, 0.88321, -0.27933], [-1.42849, 2.21012, -0.70626], [-1.12279, -0.23428, 0.26640], [-2.47548, -0.44868, 0.29545], [-3.16330, -1.47801, -0.28660], [-4.42597, -1.36314, -0.02824], [-4.60389, -0.25373, 0.70699], [-3.44789, 0.29395, 0.90553], [4.89963, 1.70581, -0.29988], [3.36877, 2.36318, -0.86566], [4.23235, 3.15769, 0.45194], [3.90513, 1.17081, 1.90474], [2.35430, 1.84026, 1.39659], [4.68568, -0.95099, 1.10709], [4.14854, -3.14133, 0.12665], [2.03856, -3.44269, -1.12732], [0.49577, -1.55003, -1.39709], [1.19254, 1.78729, -0.59629], [-0.53204, -1.01107, 0.53958], [-2.70090, -2.26237, -0.84917], [-3.25849, 1.19785, 1.44337]],
  "lowdin_charge": [-0.0821, -0.2003, -0.1794, -0.0319, -0.0770, -0.0772, -0.0394, -0.2032, 0.0487, -0.8478, 0.6626, 0.0535, -0.0853, -0.1477, 0.0041, 0.0101, -0.1779, 0.0784, 0.0705, 0.0746, 0.1131, 0.1110, 0.1171, 0.1045, 0.1060, 0.1159, 0.1127, 0.1460, 0.1162, 0.1042]
}

{
  "formula": "C11H13N7O6",
  "method": "ωB97M-V with the def2-TZVPD basis set",
  "e_lumo_ev": -2.368,
  "total_energy_ev": -34320.841,
  "relative_energy_kj_mol": 441.45,
  "homo_ha": -0.32901,
  "gap_ev": 6.6,
  "total_charge": 0,
  "elements": ["O", "N", "C", "C", "N", "O", "C", "N", "O", "O", "C", "C", "N", "O", "O", "N", "C", "H", "N", "C", "C", "C", "C", "C", "N", "H", "H", "H", "H", "H", "H", "H", "H", "H", "H", "H", "H"],
  "positions_angstrom": [[1.09610, 1.05480, -5.99522], [0.85452, 1.60756, -4.93625], [0.82990, 1.26151, -3.59958], [0.45780, 2.40186, -2.86074], [0.20460, 3.45447, -3.69429], [0.46092, 2.96791, -4.94560], [0.42843, 2.34042, -1.40408], [0.17476, 3.50030, -0.57315], [-0.15622, 4.59272, -1.07174], [0.31922, 3.34851, 0.66629], [0.73533, 1.12127, -0.76123], [1.17047, 0.04618, -1.54990], [1.68392, -1.20424, -1.19886], [1.88155, -1.73615, -0.10631], [1.96892, -1.89038, -2.37054], [1.69621, -1.11802, -3.49155], [1.22369, 0.05518, -2.96692], [0.68352, 1.03052, 0.31605], [-1.31395, -1.85571, -0.37359], [-1.97420, -1.90874, 0.91931], [-0.92056, -1.62627, 1.97127], [-1.40529, -1.49616, 3.41715], [-0.36162, -0.54488, 4.05814], [0.41134, 0.09753, 2.88239], [-0.25055, -0.37970, 1.67628], [-0.51929, -2.49864, -0.37227], [-1.95217, -2.13801, -1.11066], [-2.74727, -1.12840, 0.96931], [-2.41048, -2.89522, 1.15623], [-0.17903, -2.45523, 1.91281], [-2.40529, -1.04169, 3.43661], [-1.44921, -2.47563, 3.90808], [-0.84184, 0.21073, 4.68623], [0.34485, -1.11782, 4.67024], [0.39461, 1.19533, 2.91931], [1.47162, -0.21989, 2.90249], [0.39470, -0.55603, 0.91427]],
  "lowdin_charge": [0.0987, -0.1466, -0.0483, -0.1261, 0.1586, 0.0471, -0.0279, -0.3067, 0.0899, 0.0509, 0.1363, -0.0875, -0.1631, 0.0607, 0.0512, 0.1747, -0.1202, 0.1049, 0.0048, -0.2462, -0.3904, -0.1305, -0.1510, -0.1996, -0.0484, 0.0645, 0.0757, 0.1229, 0.1180, 0.1488, 0.1132, 0.1125, 0.1030, 0.1031, 0.1048, 0.1148, 0.0334]
}